(1)
C2H2O2S2 in the gas phase. Source: the Open Molecules 2025 dataset; level of theory: ωB97M-V with the def2-TZVPD basis set.

Its net charge is 0. For the HOMO energy, the calculation gives -9.622 eV. The LUMO energy is -0.819 eV. The energy relative to the best compared isomer or geometry (same formula, charge and spin) is 13.8 kcal per mole. The electronic energy is -27871.0085 eV.

Each line ends with the Mulliken charge.
Atoms and positions in Å:
1 C -0.608 0.436 -0.044  0.448
2 C 0.932 0.562 -0.193  0.395
3 H -1.866 -0.865 0.480  0.344
4 H 0.814 -1.634 0.299  0.195
5 O -0.923 -0.704 0.545  -0.478
6 O 1.401 1.607 -0.451  -0.417
7 S -1.670 1.500 -0.490  -0.268
8 S 1.918 -0.902 -0.147  -0.221



(2)
A molecular structure, C2H2O2S3. Source: the Open Molecules 2025 dataset; level of theory: ωB97M-V with the def2-TZVPD basis set.

Its net charge is 0. For the HOMO energy (spin up / spin down), the calculation gives -6.869 / -9.674 eV. The multiplicity is 3. The LUMO energy (spin up / spin down) is -1.307 / -1.699 eV. The energy relative to the best compared isomer or geometry (same formula, charge and spin) is 0.0 kcal per mole. The electronic energy is -38701.6807 eV.

Each line ends with the Mulliken charge.
Atoms and positions in Å:
1 C -0.096 -2.337 0.857  -0.079
2 C -0.480 -0.039 0.854  -0.357
3 O 1.397 1.480 -0.693  -0.481
4 O -0.253 1.320 -2.418  -0.355
5 S -0.229 -1.277 -0.483  -0.048
6 S -0.295 -1.272 2.165  -0.113
7 S 1.063 0.949 -2.030  0.667
8 H 0.327 0.777 0.709  0.388
9 H -1.435 0.400 1.038  0.378